Run A
Computed, not measured: a 2-piece molecular cluster, C4H9OS overall, with ωB97M-V/def2-TZVPD.

Geometry as XYZ:
```
15
C4H9OS, DFT ωB97M-V/def2-TZVPD
C -0.12 1.51 2.19
C -0.73 0.29 1.61
C -1.14 0.17 0.32
O -1.72 -0.92 -0.27
H 0.95 1.33 2.29
H -0.11 2.30 1.38
H -0.57 1.92 3.13
H -0.82 -0.59 2.23
H -1.12 1.04 -0.39
H -0.83 -1.41 -0.54
C 1.27 -1.05 -2.50
S 0.94 -2.04 -1.01
H 2.28 -0.69 -2.47
H 1.15 -1.69 -3.39
H 0.56 -0.19 -2.59
```

## Properties
Net charge   -1
LUMO energy   3.982 eV
Highest occupied orbital energy   -0.1010 Ha
Kohn-Sham gap   6.729 eV



Run B
Computed, not measured: an isolated ion of composition C4H9OS and charge -1, with ωB97M-V/def2-TZVPD.

Geometry as XYZ:
```
15
C4H9OS, DFT ωB97M-V/def2-TZVPD
O -2.37 -2.07 0.80
C -1.85 -0.85 0.80
C -0.28 -0.72 0.57
C 0.02 0.38 -0.43
C 1.42 1.03 -0.30
S 2.29 1.25 -1.89
H -2.33 -0.14 0.00
H -1.98 -0.29 1.77
H 0.09 -1.71 0.33
H 0.07 -0.52 1.60
H -0.61 1.22 -0.12
H -0.19 0.19 -1.48
H 1.56 1.94 0.30
H 2.09 0.34 0.26
H 2.07 -0.06 -2.23
```

## Properties
Net charge   -1
Structure (SMILES)   [O-]CCCCS
LUMO energy   3.038 eV
Highest occupied orbital energy   -0.0831 Ha
Kohn-Sham gap   5.298 eV



Which structure is most stable, and how do the rest compare? From most to least stable: run A, run B.



Run A
Computed, not measured: a 8-piece molecular cluster, C39H99F3N15O14P5 overall, with ωB97M-V/def2-TZVPD.

Geometry as XYZ:
```
175
C39H99F3N15O14P5, DFT ωB97M-V/def2-TZVPD
C 13.53 16.93 -14.09
N 12.61 15.92 -13.59
C 11.18 16.07 -13.73
P 13.18 14.45 -13.06
O 14.55 14.44 -12.52
N 12.03 14.01 -11.93
C 12.08 14.66 -10.63
C 11.19 12.83 -12.02
N 12.95 13.45 -14.38
C 13.62 12.16 -14.27
C 11.79 13.45 -15.24
H 13.01 17.88 -14.21
H 13.86 16.62 -15.08
H 14.35 17.04 -13.38
H 10.65 15.15 -13.51
H 10.86 16.31 -14.75
H 10.79 16.87 -13.08
H 11.19 15.23 -10.38
H 12.33 13.89 -9.89
H 12.94 15.32 -10.62
H 11.75 11.96 -12.39
H 10.75 12.64 -11.05
H 10.38 12.94 -12.75
H 12.85 11.37 -14.20
H 14.02 11.81 -15.23
H 14.33 12.10 -13.46
H 11.62 14.41 -15.72
H 10.88 13.09 -14.73
H 12.00 12.77 -16.08
C 9.90 10.09 -13.58
N 9.56 9.52 -12.28
C 10.24 8.28 -11.92
P 8.37 10.19 -11.33
O 8.16 11.59 -11.75
N 7.02 9.23 -11.42
C 6.07 9.49 -12.47
C 7.04 7.84 -11.00
N 8.79 10.02 -9.73
C 10.08 10.53 -9.31
C 7.77 10.15 -8.71
H 10.94 9.84 -13.81
H 9.74 11.16 -13.59
H 9.28 9.59 -14.33
H 9.79 7.85 -11.03
H 11.31 8.47 -11.76
H 10.16 7.53 -12.72
H 6.41 9.04 -13.41
H 5.09 9.09 -12.20
H 5.90 10.55 -12.70
H 7.44 7.19 -11.79
H 7.64 7.75 -10.10
H 6.02 7.53 -10.77
H 10.86 10.15 -9.98
H 10.07 11.62 -9.33
H 10.41 10.14 -8.35
H 6.87 9.58 -8.93
H 7.36 11.17 -8.66
H 8.16 9.88 -7.73
C 15.81 15.15 -21.39
N 15.48 16.55 -21.22
C 14.98 17.26 -22.36
P 15.96 17.28 -19.80
O 16.62 16.44 -18.79
N 16.90 18.58 -20.28
C 17.14 19.64 -19.32
C 17.99 18.36 -21.23
N 14.59 18.01 -19.16
C 14.10 17.58 -17.86
C 13.65 18.88 -19.83
H 16.78 15.00 -21.89
H 15.03 14.61 -21.92
H 15.92 14.66 -20.43
H 15.41 16.84 -23.28
H 15.18 18.33 -22.33
H 13.90 17.09 -22.49
H 17.68 19.32 -18.42
H 17.76 20.40 -19.80
H 16.21 20.13 -19.05
H 17.87 17.41 -21.76
H 17.93 19.15 -21.99
H 18.93 18.25 -20.68
H 14.88 17.11 -17.27
H 13.67 18.40 -17.29
H 13.30 16.85 -17.98
H 13.06 18.36 -20.58
H 14.20 19.66 -20.38
H 13.05 19.38 -19.08
C 16.94 16.36 -14.72
N 18.15 15.83 -15.31
C 19.00 16.69 -16.07
P 18.30 14.18 -15.45
O 19.67 13.73 -15.74
N 17.64 13.55 -14.05
C 18.31 13.91 -12.80
C 17.12 12.20 -14.05
N 17.19 13.71 -16.62
C 17.75 13.21 -17.88
C 15.75 13.82 -16.54
H 16.57 15.81 -13.86
H 16.16 16.33 -15.50
H 17.04 17.42 -14.48
H 20.07 16.56 -15.85
H 18.77 17.73 -15.90
H 18.96 16.47 -17.14
H 18.07 13.21 -12.01
H 19.40 13.99 -12.93
H 17.92 14.87 -12.45
H 16.79 11.93 -13.05
H 16.32 12.11 -14.78
H 17.88 11.45 -14.33
H 18.81 13.44 -17.91
H 17.67 12.11 -17.88
H 17.25 13.71 -18.70
H 15.49 14.16 -15.53
H 15.26 12.84 -16.58
H 15.37 14.54 -17.27
C 14.32 17.65 -10.65
N 15.67 18.00 -10.33
C 16.47 18.50 -11.47
P 16.50 17.63 -8.93
O 17.70 18.43 -8.66
N 15.33 17.77 -7.76
C 15.34 16.87 -6.60
C 14.44 18.92 -7.70
N 16.81 16.00 -9.00
C 17.98 15.41 -8.33
C 15.92 15.08 -9.67
H 13.92 18.40 -11.34
H 13.68 17.59 -9.77
H 14.22 16.69 -11.17
H 17.26 19.15 -11.11
H 15.83 19.04 -12.16
H 16.85 17.62 -11.99
H 14.72 15.98 -6.74
H 16.36 16.51 -6.44
H 15.04 17.40 -5.70
H 14.95 19.80 -8.08
H 13.51 18.75 -8.27
H 14.02 19.10 -6.71
H 17.60 14.70 -7.59
H 18.59 14.91 -9.09
H 18.60 16.17 -7.88
H 15.89 14.12 -9.16
H 16.21 14.92 -10.71
H 14.91 15.47 -9.69
O 8.29 15.29 -16.08
C 8.08 15.29 -14.93
O 7.36 16.16 -14.21
C 7.34 15.70 -12.80
C 7.71 14.23 -12.96
F 6.57 13.46 -13.18
O 8.47 14.25 -14.12
H 8.21 16.22 -12.41
H 6.34 15.94 -12.47
H 8.18 13.75 -12.11
O 16.11 5.99 -11.32
C 15.98 6.97 -11.91
O 16.28 7.17 -13.20
C 16.25 8.57 -13.50
C 15.52 9.19 -12.28
F 14.24 9.57 -12.52
O 15.53 8.13 -11.36
H 17.26 8.95 -13.62
H 15.64 8.68 -14.40
H 16.12 10.00 -11.88
O 10.08 16.42 -18.36
C 10.62 15.63 -19.04
O 10.33 15.39 -20.32
C 10.86 14.11 -20.67
C 12.07 14.03 -19.72
F 13.15 14.58 -20.35
O 11.68 14.83 -18.65
H 10.11 13.38 -20.35
H 11.10 14.08 -21.72
H 12.26 13.01 -19.39
```

## Properties
Structure (SMILES)   CN(C)P(=O)(N(C)C)N(C)C.CN(C)P(=O)(N(C)C)N(C)C.CN(C)P(=O)(N(C)C)N(C)C.CN(C)P(=O)(N(C)C)N(C)C.CN(C)P(=O)(N(C)C)N(C)C.O=C1OC[C@@H](F)O1.O=C1OC[C@@H](F)O1.O=C1OC[C@@H](F)O1
LUMO energy   0.227 eV
Highest occupied orbital energy   -0.2836 Ha
Kohn-Sham gap   7.943 eV



Run B
Computed, not measured: a 8-piece molecular cluster, C39H99F3N15O14P5 overall, with ωB97M-V/def2-TZVPD.

Geometry as XYZ:
```
175
C39H99F3N15O14P5, DFT ωB97M-V/def2-TZVPD
C -0.71 6.27 1.25
N -1.81 5.70 2.02
C -3.10 6.22 1.47
P -1.65 4.76 3.34
O -0.49 5.04 4.16
N -3.05 4.99 4.17
C -3.69 3.94 4.96
C -3.24 6.31 4.83
N -1.81 3.19 2.89
C -2.81 2.71 1.93
C -0.93 2.20 3.47
H -0.72 5.94 0.20
H 0.18 5.99 1.83
H -0.86 7.34 1.30
H -3.86 5.94 2.12
H -3.24 5.84 0.48
H -3.10 7.30 1.53
H -3.61 3.03 4.41
H -3.30 3.95 5.99
H -4.68 4.20 5.14
H -4.21 6.66 4.61
H -2.99 6.27 5.86
H -2.47 6.99 4.41
H -3.69 2.21 2.42
H -3.21 3.55 1.37
H -2.29 2.08 1.24
H -0.41 1.54 2.68
H -1.41 1.52 4.11
H -0.11 2.68 3.98
C -0.20 -0.42 0.27
N 0.74 0.44 -0.42
C 2.11 -0.08 -0.32
P 0.28 1.48 -1.74
O -1.17 1.84 -1.64
N 1.26 2.82 -1.69
C 1.07 3.90 -0.70
C 2.52 2.94 -2.49
N 0.71 0.61 -3.10
C 0.43 -0.81 -3.24
C 0.43 1.38 -4.33
H -1.15 -0.46 -0.33
H -0.50 -0.09 1.31
H 0.23 -1.43 0.45
H 2.80 0.59 -0.85
H 2.25 -1.07 -0.64
H 2.42 0.01 0.73
H 1.03 4.82 -1.26
H 0.13 3.84 -0.23
H 1.96 3.85 -0.02
H 2.77 1.99 -2.91
H 2.38 3.65 -3.24
H 3.40 3.26 -1.88
H -0.58 -1.14 -3.43
H 1.08 -1.28 -3.95
H 0.76 -1.30 -2.25
H -0.55 1.08 -4.71
H 1.03 1.12 -5.14
H 0.41 2.45 -4.10
C 0.67 -5.55 6.51
N -0.12 -5.71 5.19
C -0.94 -6.91 5.13
P -0.90 -4.29 4.73
O -2.05 -3.85 5.54
N 0.30 -3.14 4.71
C 1.36 -3.30 3.74
C -0.08 -1.77 4.86
N -1.41 -4.69 3.17
C -2.69 -4.14 2.78
C -0.69 -5.45 2.20
H 1.42 -4.77 6.38
H 1.18 -6.46 6.83
H 0.03 -5.15 7.26
H -0.37 -7.74 4.66
H -1.83 -6.66 4.53
H -1.20 -7.24 6.11
H 2.21 -2.68 3.90
H 1.71 -4.37 3.80
H 1.07 -3.08 2.70
H 0.79 -1.31 5.35
H -0.03 -1.26 3.84
H -1.03 -1.73 5.33
H -3.51 -4.87 2.56
H -3.04 -3.43 3.56
H -2.45 -3.56 1.92
H -0.79 -5.03 1.22
H -1.08 -6.46 2.22
H 0.38 -5.46 2.40
C 7.93 0.33 -2.34
N 6.79 0.66 -1.59
C 6.61 2.03 -1.23
P 5.98 -0.49 -0.70
O 5.00 0.23 0.18
N 5.44 -1.50 -1.86
C 4.95 -2.82 -1.43
C 4.86 -0.94 -3.04
N 7.01 -1.51 0.16
C 8.04 -2.40 -0.40
C 7.01 -1.24 1.60
H 8.13 1.17 -3.08
H 7.73 -0.58 -2.81
H 8.86 0.25 -1.80
H 5.79 2.15 -0.48
H 6.31 2.61 -2.15
H 7.49 2.56 -0.84
H 4.68 -3.41 -2.30
H 5.76 -3.38 -0.95
H 4.10 -2.57 -0.77
H 5.13 0.08 -3.10
H 5.13 -1.44 -3.92
H 3.75 -1.03 -2.93
H 7.90 -2.54 -1.52
H 9.03 -2.00 -0.19
H 8.05 -3.44 0.00
H 6.00 -1.38 2.00
H 7.29 -0.16 1.91
H 7.63 -1.99 2.01
C -5.28 -0.70 -6.52
N -4.64 -0.99 -5.24
C -3.18 -1.16 -5.35
P -5.37 -0.13 -4.03
O -5.29 1.35 -4.04
N -6.95 -0.46 -4.08
C -7.63 -1.73 -3.71
C -7.90 0.57 -4.48
N -4.51 -0.66 -2.69
C -4.76 0.05 -1.39
C -4.25 -2.08 -2.46
H -6.30 -0.47 -6.25
H -5.33 -1.53 -7.25
H -4.86 0.19 -6.91
H -2.76 -0.30 -5.94
H -2.99 -2.08 -5.89
H -2.66 -1.23 -4.40
H -8.32 -1.57 -2.84
H -8.23 -2.14 -4.46
H -7.00 -2.55 -3.49
H -7.41 1.52 -4.85
H -8.50 0.19 -5.29
H -8.50 0.85 -3.60
H -3.89 -0.21 -0.71
H -4.79 1.15 -1.58
H -5.65 -0.22 -0.87
H -5.13 -2.58 -1.99
H -3.41 -2.22 -1.85
H -4.02 -2.66 -3.34
O -0.47 4.86 -3.21
C -1.55 4.47 -2.94
O -2.14 4.59 -1.65
C -3.36 3.88 -1.70
C -3.61 3.63 -3.22
F -4.38 4.62 -3.72
O -2.33 3.82 -3.77
H -3.24 2.90 -1.19
H -4.09 4.59 -1.27
H -3.96 2.66 -3.50
O 3.52 -0.14 3.58
C 3.95 0.82 3.06
O 5.23 1.22 3.17
C 5.38 2.49 2.56
C 3.95 2.93 2.14
F 3.98 3.12 0.81
O 3.19 1.78 2.44
H 5.98 3.08 3.25
H 5.92 2.30 1.59
H 3.63 3.80 2.66
O 3.21 -5.37 -0.02
C 2.16 -5.50 -0.52
O 1.09 -6.18 -0.03
C 0.10 -6.17 -1.03
C 0.33 -4.97 -1.88
F -0.31 -3.88 -1.27
O 1.75 -4.89 -1.65
H 0.14 -7.11 -1.63
H -0.85 -6.10 -0.48
H 0.19 -5.04 -2.91
```

## Properties
Structure (SMILES)   CN(C)P(=O)(N(C)C)N(C)C.CN(C)P(=O)(N(C)C)N(C)C.CN(C)P(=O)(N(C)C)N(C)C.CN(C)P(=O)(N(C)C)N(C)C.CN(C)P(=O)(N(C)C)N(C)C.O=C1OC[C@@H](F)O1.O=C1OC[C@@H](F)O1.O=C1OC[C@@H](F)O1
LUMO energy   0.063 eV
Highest occupied orbital energy   -0.3003 Ha
Kohn-Sham gap   8.234 eV



Which structure is most stable, and how do the rest compare? From most to least stable: run A, run B.



Run A
Computed, not measured: an isolated ion of composition C4H7ClN and charge +1, with ωB97M-V/def2-TZVPD.

Geometry as XYZ:
```
13
C4H7ClN, DFT ωB97M-V/def2-TZVPD
C -0.69 -0.56 -1.34
C 0.63 -0.31 1.05
C -1.06 0.70 -0.69
C 1.30 0.96 0.68
N -0.64 -0.55 0.22
Cl 2.16 1.15 -0.86
H -1.53 -1.21 -1.53
H 0.09 -0.68 -2.06
H 1.30 -1.08 0.97
H 0.40 -0.10 2.09
H -2.04 1.12 -0.54
H 1.45 1.76 1.40
H -1.36 -1.21 0.62
```

## Properties
Net charge   +1
LUMO energy (alpha / beta)   -4.970 / -6.105 eV
Highest occupied orbital energy (alpha / beta)   -0.5584 / -0.4809 Ha
Kohn-Sham gap (alpha / beta)   10.226 / 6.980 eV



Run B
Computed, not measured: an isolated ion of composition C4H7ClN and charge +1, with ωB97M-V/def2-TZVPD.

Geometry as XYZ:
```
13
C4H7ClN, DFT ωB97M-V/def2-TZVPD
C -2.00 -1.08 -0.23
C -0.81 -1.02 0.60
N 0.33 0.02 0.35
C 1.56 0.07 0.05
C 2.21 1.43 -0.01
Cl 2.57 -1.25 -0.32
H -1.84 -0.48 -1.07
H -2.83 -0.69 0.34
H -2.41 -2.08 -0.51
H -0.68 -1.67 1.53
H 3.24 1.26 0.37
H 1.62 1.98 0.69
H 2.16 1.78 -1.04
```

## Properties
Net charge   +1
Structure (SMILES)   CC=[N+]=C(C)Cl
LUMO energy (alpha / beta)   -6.671 / -6.671 eV
Highest occupied orbital energy (alpha / beta)   -0.5790 / -0.5789 Ha
Kohn-Sham gap (alpha / beta)   9.083 / 9.083 eV



Which structure is most stable, and how do the rest compare? From most to least stable: run B, run A.



Run A
Computed, not measured: C17H14AlBrClO2 as an isolated structure, with ωB97M-V/def2-TZVPD.

Geometry as XYZ:
```
36
C17H14AlBrClO2, DFT ωB97M-V/def2-TZVPD
C -1.69 2.76 1.89
C -0.31 3.07 2.05
C 0.34 1.88 2.45
H 0.14 4.03 1.90
C -0.61 0.85 2.50
C -1.87 1.40 2.16
H -2.79 0.85 2.06
H -2.45 3.44 1.54
H 1.40 1.78 2.62
H -0.42 -0.19 2.74
Al -0.43 1.57 0.29
Cl -2.04 1.64 -1.25
C 4.61 1.69 -2.03
C 5.01 0.75 -1.06
C 5.42 1.46 0.09
H 5.00 -0.33 -1.18
C 5.28 2.83 -0.17
C 4.78 2.98 -1.48
H 4.56 3.92 -1.98
H 4.24 1.47 -3.02
H 5.79 1.02 1.01
H 5.52 3.64 0.51
Br 0.11 -2.63 -1.72
C -1.67 -3.13 -1.24
C -2.16 -4.36 -1.72
C -3.47 -4.78 -1.45
C -4.31 -3.97 -0.70
C -3.85 -2.74 -0.24
C -2.53 -2.29 -0.50
C -2.18 -0.92 -0.02
O -3.23 -0.20 0.28
O -0.94 -0.34 -0.07
H -1.52 -5.00 -2.31
H -3.83 -5.73 -1.82
H -5.33 -4.28 -0.49
H -4.56 -2.14 0.33
```

## Properties
Net charge   -1
LUMO energy   0.537 eV
Highest occupied orbital energy   -0.1012 Ha
Kohn-Sham gap   3.291 eV



Run B
Computed, not measured: C17H14AlBrClO2 as an isolated structure, with ωB97M-V/def2-TZVPD.

Geometry as XYZ:
```
36
C17H14AlBrClO2, DFT ωB97M-V/def2-TZVPD
C -1.50 -0.52 -1.83
C -1.79 -1.14 -0.54
C -2.26 -0.14 0.33
H -1.73 -2.22 -0.38
C -2.27 1.11 -0.37
C -1.84 0.90 -1.68
H -1.79 1.66 -2.46
H -1.52 -1.12 -2.74
H -2.64 -0.30 1.33
H -2.62 2.04 0.07
Al 0.58 -0.58 -1.57
Br 1.59 -2.73 -1.53
C 1.76 0.58 -2.73
C 0.71 1.39 -3.29
C -0.03 0.60 -4.19
H 0.57 2.46 -3.10
C 0.54 -0.70 -4.26
C 1.69 -0.72 -3.42
H 2.49 -1.46 -3.49
H 2.62 0.94 -2.20
H -0.90 0.93 -4.77
H 0.19 -1.53 -4.88
Cl 0.16 0.66 6.92
C 0.43 0.42 5.24
C 0.55 -0.91 4.78
C 0.72 -1.13 3.42
C 0.73 -0.07 2.51
C 0.62 1.25 2.96
C 0.47 1.49 4.34
C 0.75 -0.50 1.07
O 0.45 -1.70 0.88
O 1.02 0.35 0.10
H 0.47 -1.75 5.46
H 0.80 -2.15 3.05
H 0.62 2.08 2.27
H 0.36 2.50 4.73
```

## Properties
Net charge   -1
LUMO energy   2.636 eV
Highest occupied orbital energy   -0.1547 Ha
Kohn-Sham gap   6.845 eV



Which structure is most stable, and how do the rest compare? From most to least stable: run B, run A.